i | The following is a DFT calculation (wB97M-V/def2-TZVPD) of 5 unconnected molecules or ions with the total composition C2H14NO4.

LUMO = -0.120 Ha
molar mass = 116.1 g mol⁻¹
total charge = +1

Structure (XYZ):
```
21
C2H14NO4, DFT wB97M-V/def2-TZVPD
C 1.124 1.723 -0.284
C -0.035 -0.284 -1.087
N 0.025 0.727 -0.316
H 1.215 1.973 0.777
H 0.923 2.599 -0.895
H 2.006 1.159 -0.620
H 0.910 -0.588 -1.538
H -0.870 -0.949 -1.260
H -0.836 0.875 0.218
H 0.131 -1.521 4.159
H -0.194 -0.052 4.220
O 0.451 -0.667 3.865
H 0.726 -0.659 -4.004
H -0.691 -0.077 -4.272
O 0.053 -0.062 -3.662
H 0.866 -1.763 1.488
H 2.199 -1.743 0.865
O 1.282 -1.538 0.644
H -3.225 0.137 -0.183
H -3.275 0.160 1.308
O -2.787 0.548 0.576
```

---

ii | The following is a DFT calculation (wB97M-V/def2-TZVPD) of 4 unconnected molecules or ions with the total composition C2H14NO4.

LUMO = -0.106 Ha
molar mass = 116.1 g mol⁻¹
total charge = +1

Structure (XYZ):
```
21
C2H14NO4, DFT wB97M-V/def2-TZVPD
C -0.984 -1.091 1.177
O -2.232 -1.750 1.030
C -0.651 -0.544 -0.214
N 0.636 -1.121 -0.819
H -0.253 -1.856 1.476
H -1.065 -0.281 1.896
H -2.635 -1.962 1.876
H -1.457 -0.904 -0.836
H -0.550 0.532 -0.183
H 0.474 -1.683 -1.666
H 1.078 -1.752 -0.149
H 1.181 -0.265 -0.889
H -1.554 -2.374 -3.535
H -0.279 -1.680 -4.064
O -0.801 -1.831 -3.269
H 1.384 4.602 0.649
H 2.792 4.491 1.277
O 2.030 3.976 0.995
H 0.703 1.567 2.451
H 1.380 2.346 1.302
O 0.804 1.579 1.496
```

---

It turns out ii is the most stable, with the second structure 49.6 kJ/mol higher.